## A
Formula: C9H7NO
Source: the Open Molecules 2025 dataset
Level of theory: ωB97M-V/def2-TZVPD

## Properties
Orbital gap = 8.503 eV
LUMO level = 0.1 eV
Net charge = 0
M = 145.16 g/mol

Each line ends with the Löwdin charge.
Atoms and positions in Å:
1 O 4.14 0.15 0.17  -0.047
2 C 3.12 -0.58 -0.09  -0.156
3 C 1.57 -0.34 -0.22  -0.192
4 C 1.33 1.15 -0.25  -0.009
5 C 0.07 1.74 -0.09  -0.048
6 C -0.76 0.70 -0.02  -0.247
7 C -2.17 1.00 -0.08  -0.048
8 C -2.90 -0.23 -0.08  -0.058
9 N -1.95 -1.24 0.11  0.044
10 C -0.65 -0.77 0.04  -0.147
11 C 0.64 -1.25 -0.20  -0.017
12 H 3.46 -1.75 -0.13  0.141
13 H 2.23 1.78 0.28  0.155
14 H -0.38 2.72 0.22  0.141
15 H -2.71 1.91 0.45  0.149
16 H -3.83 -0.61 -0.40  0.096
17 H -2.12 -2.14 0.51  0.149
18 H 0.91 -2.24 -0.20  0.093



## B
Formula: C9H7NO
Source: the Open Molecules 2025 dataset
Level of theory: ωB97M-V/def2-TZVPD

## Properties
Orbital gap = 9.695 eV
LUMO level = 0.7 eV
Net charge = 0
M = 145.16 g/mol

Each line ends with the Löwdin charge.
Atoms and positions in Å:
1 C -3.18 -0.02 0.01  -0.087
2 C -2.57 1.22 0.27  -0.030
3 C -1.10 1.26 0.16  0.045
4 C -0.40 0.01 0.01  -0.155
5 C 1.03 0.11 -0.13  -0.315
6 N 1.84 1.01 -0.49  0.155
7 C 3.06 0.51 -0.26  -0.176
8 C 3.03 -0.56 0.37  -0.068
9 O 1.68 -0.97 0.43  0.078
10 C -1.07 -1.13 -0.27  -0.011
11 C -2.52 -1.26 -0.22  0.004
12 H -4.24 -0.01 0.06  0.081
13 H -3.14 2.02 0.48  0.053
14 H -0.58 2.15 0.49  0.104
15 H 4.03 1.15 -0.53  0.166
16 H 3.61 -1.25 0.59  0.047
17 H -0.75 -2.00 -0.27  0.036
18 H -2.93 -2.16 -0.51  0.074



Stability order, top to bottom: B, A



## A
Formula: CH6N2P
Source: the Open Molecules 2025 dataset
Level of theory: ωB97M-V/def2-TZVPD

## Properties
Orbital gap = 8.698 eV
LUMO level = -4.3 eV
Net charge = +1
M = 77.05 g/mol

Each line ends with the Löwdin charge.
Atoms and positions in Å:
1 C 2.23 0.04 -0.09  -0.417
2 N 3.51 -0.16 -0.04  0.122
3 N 1.08 0.12 -0.08  0.088
4 P -2.92 0.11 -0.01  1.046
5 H 3.99 0.41 0.67  0.133
6 H -2.53 0.14 -1.34  -0.024
7 H -4.24 -0.35 -0.15  -0.025
8 H -2.93 1.41 0.76  0.051
9 H 4.03 -0.93 -0.38  0.104
10 H -2.22 -0.79 0.66  -0.078



## B
Formula: CH6N2P
Source: the Open Molecules 2025 dataset
Level of theory: ωB97M-V/def2-TZVPD

## Properties
Orbital gap = 11.830 eV
LUMO level = -3.9 eV
Net charge = +1
M = 77.05 g/mol

Each line ends with the Löwdin charge.
Atoms and positions in Å:
1 C -1.90 0.06 -0.13  -0.079
2 N 1.34 -1.02 -0.05  -0.170
3 N -3.00 -0.27 0.06  0.077
4 P 1.07 0.67 0.07  0.892
5 H 1.46 -1.47 -0.94  0.072
6 H 1.69 -1.37 0.82  0.051
7 H -4.02 -0.22 -0.19  0.125
8 H 2.34 1.35 0.11  -0.003
9 H 0.51 1.31 -1.09  0.015
10 H 0.50 0.97 1.34  0.019



Stability order, top to bottom: B, A



## A
Formula: C3H3N5
Source: the Open Molecules 2025 dataset
Level of theory: ωB97M-V/def2-TZVPD

## Properties
Orbital gap = 8.880 eV
LUMO level = -0.6 eV
Net charge = 0
M = 109.09 g/mol

Each line ends with the Löwdin charge.
Atoms and positions in Å:
1 H 2.39 -0.84 -1.13  0.169
2 N 2.27 0.23 -0.61  0.100
3 C 1.18 0.40 0.03  -0.340
4 C 0.31 -0.70 0.73  -0.055
5 N -0.89 -0.97 0.42  0.047
6 C -1.64 -0.33 -0.40  -0.233
7 N -1.45 0.95 -0.61  0.042
8 N -0.86 1.65 0.33  -0.058
9 N 0.40 1.62 0.64  0.094
10 H 0.48 -1.17 1.72  0.127
11 H -2.20 -0.86 -1.12  0.108



## B
Formula: C3H3N5
Source: the Open Molecules 2025 dataset
Level of theory: ωB97M-V/def2-TZVPD

## Properties
Orbital gap = 8.060 eV
LUMO level = -0.9 eV
Net charge = 0
M = 109.09 g/mol

Each line ends with the Löwdin charge.
Atoms and positions in Å:
1 H -2.79 -0.92 0.69  0.044
2 N -2.35 -0.01 0.57  0.143
3 C -1.13 0.07 0.08  -0.405
4 C -0.50 1.28 -0.43  -0.034
5 C 0.81 1.40 -0.19  -0.109
6 N 1.56 0.45 0.54  -0.027
7 N 1.66 -0.75 0.48  0.038
8 N 0.72 -1.39 -0.51  0.014
9 N -0.54 -1.14 -0.52  0.074
10 H -1.14 1.99 -0.97  0.120
11 H 1.52 2.30 -0.35  0.142



## C
Formula: C3H3N5
Source: the Open Molecules 2025 dataset
Level of theory: ωB97M-V/def2-TZVPD

## Properties
Orbital gap = 8.680 eV
LUMO level = -0.8 eV
Net charge = 0
M = 109.09 g/mol

Each line ends with the Löwdin charge.
Atoms and positions in Å:
1 H 0.22 -0.30 2.69  0.107
2 N -0.02 0.63 2.18  0.161
3 C 0.43 0.43 1.03  -0.420
4 C 0.93 -0.87 0.52  -0.050
5 C 0.40 -1.48 -0.53  -0.132
6 N -0.80 -1.11 -1.19  0.028
7 N -1.16 0.07 -1.15  -0.012
8 N -0.28 1.17 -1.06  0.007
9 N 0.34 1.48 -0.04  0.093
10 H 1.78 -1.38 0.91  0.100
11 H 0.85 -2.47 -0.79  0.118



Stability order, top to bottom: C, B, A



## A
Formula: C13H19NO3
Source: the Open Molecules 2025 dataset
Level of theory: ωB97M-V/def2-TZVPD

## Properties
Orbital gap = 9.612 eV
LUMO level = 0.6 eV
Net charge = 0
M = 237.30 g/mol

Each line ends with the Löwdin charge.
Atoms and positions in Å:
1 C 2.47 -2.13 1.92  0.008
2 C 1.34 -1.24 1.46  -0.208
3 O 0.52 -1.49 0.40  0.138
4 C -0.28 -0.41 0.34  -0.254
5 C -1.51 -0.36 -0.57  -0.433
6 C -2.69 -0.77 0.30  -0.027
7 C -1.73 1.09 -1.07  -0.126
8 C -0.58 1.54 -1.98  -0.201
9 C -0.40 0.61 -3.16  -0.206
10 C -0.23 -0.84 -2.72  -0.179
11 C -1.33 -1.30 -1.75  -0.143
12 N -0.02 0.52 1.23  0.172
13 C 1.05 0.01 1.92  -0.219
14 C 1.72 0.80 3.01  -0.012
15 C 2.01 2.23 2.56  -0.493
16 O 2.95 2.76 3.10  0.089
17 O 1.35 2.76 1.49  0.086
18 H 2.18 -2.81 2.72  0.086
19 H 2.86 -2.67 1.07  0.081
20 H 3.28 -1.54 2.34  0.075
21 H -3.65 -0.70 -0.23  0.094
22 H -2.52 -1.80 0.62  0.094
23 H -2.78 -0.14 1.19  0.089
24 H -1.78 1.79 -0.25  0.115
25 H -2.63 1.12 -1.64  0.115
26 H -0.75 2.56 -2.33  0.108
27 H 0.39 1.64 -1.42  0.123
28 H -1.34 0.70 -3.74  0.118
29 H 0.47 0.96 -3.74  0.117
30 H -0.19 -1.50 -3.57  0.105
31 H 0.75 -0.91 -2.18  0.122
32 H -2.27 -1.35 -2.31  0.126
33 H -1.15 -2.33 -1.39  0.125
34 H 1.08 0.85 3.90  0.139
35 H 2.67 0.33 3.25  0.116
36 H 0.73 2.03 1.20  0.060



## B
Formula: C13H19NO3
Source: the Open Molecules 2025 dataset
Level of theory: ωB97M-V/def2-TZVPD

## Properties
Orbital gap = 9.821 eV
LUMO level = 0.9 eV
Net charge = 0
M = 237.30 g/mol

Each line ends with the Löwdin charge.
Atoms and positions in Å:
1 C -2.41 -2.87 0.00  -0.052
2 C -1.02 -2.66 -0.57  -0.195
3 O -0.38 -1.56 0.09  -0.008
4 C -0.12 -0.46 -0.62  -0.464
5 O -0.36 -0.32 -1.79  0.119
6 C 0.55 0.62 0.24  -0.210
7 N 0.26 1.95 -0.26  -0.027
8 C -0.96 2.57 0.22  -0.206
9 C -2.29 1.93 -0.23  -0.159
10 C -2.85 0.92 0.77  -0.273
11 O -3.96 0.21 0.26  -0.071
12 C 2.04 0.31 0.18  -0.165
13 C 2.52 -0.82 0.83  -0.037
14 C 3.86 -1.15 0.77  -0.082
15 C 4.74 -0.35 0.06  -0.095
16 C 4.26 0.78 -0.59  -0.080
17 C 2.92 1.11 -0.53  -0.026
18 H -3.02 -1.99 -0.15  0.059
19 H -2.35 -3.09 1.06  0.080
20 H -2.88 -3.71 -0.51  0.079
21 H -0.38 -3.53 -0.39  0.126
22 H -1.05 -2.44 -1.64  0.119
23 H 0.21 0.53 1.27  0.160
24 H 0.24 1.90 -1.28  0.119
25 H -0.93 3.60 -0.13  0.114
26 H -0.92 2.59 1.31  0.120
27 H -2.14 1.42 -1.19  0.110
28 H -3.03 2.71 -0.39  0.110
29 H -2.12 0.15 1.02  0.101
30 H -3.13 1.44 1.70  0.124
31 H -4.63 0.85 -0.02  0.089
32 H 1.83 -1.45 1.39  0.113
33 H 4.22 -2.03 1.28  0.101
34 H 5.79 -0.60 0.01  0.099
35 H 4.94 1.41 -1.14  0.101
36 H 2.55 2.00 -1.02  0.105



Stability order, top to bottom: A, B



## A
Formula: H3NP2
Source: the Open Molecules 2025 dataset
Level of theory: ωB97M-V/def2-TZVPD

## Properties
Orbital gap = 8.457 eV
LUMO level = -0.3 eV
Net charge = 0
M = 78.98 g/mol

Each line ends with the Löwdin charge.
Atoms and positions in Å:
1 H -0.63 0.81 -2.89  -0.157
2 P 0.30 0.03 -2.02  0.517
3 N -0.20 0.39 -0.62  -0.676
4 P 0.97 -0.69 0.92  0.658
5 H 0.34 0.05 1.88  -0.216
6 H 1.84 0.51 0.67  -0.125



## B
Formula: H3NP2
Source: the Open Molecules 2025 dataset
Level of theory: ωB97M-V/def2-TZVPD

## Properties
Orbital gap (spin up / spin down) = 7.352 / 8.049 eV
LUMO level (spin up / spin down) = -1.0 / -1.0 eV
Net charge = 0
M = 78.98 g/mol

Each line ends with the Löwdin charge.
Atoms and positions in Å:
1 N 0.00 -0.50 -0.98  -0.560
2 P 1.22 -1.35 -0.74  0.522
3 P -0.79 -0.08 1.42  0.593
4 H 1.51 -1.36 -2.23  -0.124
5 H -1.56 -0.92 0.73  -0.286
6 H -1.51 1.06 0.72  -0.146



Stability order, top to bottom: A, B